(1)
This record from the Open Molecules 2025 dataset describes C29H38MgN6OSb2 as an isolated structure. The level of theory is ωB97M-V with the def2-TZVPD basis set.

## Properties
charge	+2
lowest unoccupied orbital energy	-5.1	eV
spin multiplicity	1
E_HOMO	-12.96	eV
gap between HOMO and LUMO	7.874	eV

```
77
Properties=species:S:1:pos:R:3:forces:R:3
H 1.5965 -3.9715 -2.8267 -0.004 -0.002 -0.002
C 0.7068 -4.4142 -2.3838 -0.001 -0.023 0.010
C 4.0500 6.1488 2.9038 0.017 0.028 -0.004
H 1.7747 0.5481 -1.5873 0.003 -0.020 0.001
H -3.9236 1.4079 -4.1154 -0.001 -0.010 -0.002
H 0.9138 -3.6912 1.0394 0.017 0.004 -0.017
C -2.3853 -4.1693 -1.4548 0.004 -0.029 -0.023
C -2.5413 -0.9793 4.5186 -0.040 0.014 0.059
N 2.7670 4.0291 3.3762 0.156 -0.106 -0.104
H -3.1009 1.0246 3.9403 0.000 -0.006 0.000
C -3.8758 0.3304 -4.2352 -0.003 0.027 0.013
C 2.2378 0.5256 -0.6151 -0.120 0.000 0.036
H -2.2387 -4.5969 -0.4643 -0.013 0.000 -0.004
H -3.0470 -0.9527 5.4748 0.005 0.003 -0.008
H 5.4215 7.6618 2.3101 0.014 -0.010 -0.010
C 2.3024 -0.4946 2.8693 -0.036 -0.049 0.015
C -1.3202 -2.4826 -3.9930 -0.048 0.063 -0.029
Sb -1.7044 0.7579 -1.2575 -0.184 -0.120 -0.111
N 4.1407 2.6801 2.4210 -0.004 -0.143 0.120
H 0.3709 -3.5142 3.2480 0.005 -0.003 0.028
H -3.3124 -3.5987 -1.4705 0.006 -0.003 -0.013
H -0.5620 -0.0087 -3.5871 0.005 -0.002 -0.038
H -5.9097 0.1776 -4.8894 0.006 -0.003 0.004
C -1.2002 -2.1069 2.9052 0.018 0.048 -0.076
H 3.0562 -1.2334 3.1462 0.012 -0.001 -0.023
H 0.2690 -5.1278 -3.0802 0.039 -0.012 0.000
H -1.4180 -3.4704 -4.4441 0.005 0.017 -0.045
C -2.4821 2.7314 -1.2591 0.020 0.018 0.052
C 4.5309 1.3644 2.0149 -0.114 0.013 -0.050
C -3.7417 -2.3961 -4.5820 0.006 -0.003 0.001
H -4.2012 -0.2085 -1.6951 -0.008 0.002 0.009
Sb -0.7483 -2.9185 -1.9778 -0.102 -0.044 -0.009
N 3.5268 0.7995 1.1173 0.213 -0.010 -0.062
H -1.0226 -4.1839 2.3829 -0.036 -0.011 0.007
H 6.9926 6.1240 1.2148 -0.005 0.000 0.003
Mg -0.1378 -1.1648 0.2470 0.335 0.093 0.352
C 6.0995 5.7181 1.6710 -0.015 0.019 0.013
H -2.4481 -4.9739 -2.1864 -0.023 -0.006 0.021
N 1.6894 -0.1809 0.4496 0.063 -0.137 -0.199
N 2.9768 2.7991 3.1106 -0.026 0.209 0.038
C -2.6023 -1.7116 -4.1560 0.047 -0.110 -0.017
C 2.5017 0.0073 1.4823 -0.149 0.152 0.084
C -2.6791 -0.3284 -3.9549 0.084 0.034 0.007
H 1.3201 -0.9536 2.9542 0.015 -0.019 -0.028
H -3.9933 0.1803 0.0293 -0.005 -0.004 -0.008
H 4.6152 0.7131 2.8810 0.030 -0.034 0.000
H -3.4751 2.6957 -1.7038 0.003 0.047 -0.009
C -2.5782 0.1187 3.6694 -0.016 0.011 0.015
C -1.5284 0.4549 -3.4018 -0.049 0.025 0.008
H -1.9283 0.8688 1.7711 0.023 -0.002 -0.005
C 5.1959 6.6044 2.3014 0.023 -0.037 -0.020
H -1.8336 3.3785 -1.8456 -0.002 0.009 0.006
H -5.7979 -2.2877 -5.1709 0.006 0.005 0.004
H -2.5473 3.1175 -0.2443 -0.020 0.016 -0.007
C -1.9260 0.0342 2.4610 0.037 -0.112 -0.068
H -3.6813 -3.4653 -4.7523 -0.001 0.012 0.001
C 3.3650 1.1455 -0.2092 0.045 -0.041 0.079
C -1.8396 -2.1056 4.1325 -0.014 -0.031 0.029
H 2.3460 0.3321 3.5795 0.003 0.012 -0.037
C -0.3861 -3.3046 2.4912 0.053 0.028 -0.138
C 3.8178 4.7694 2.8637 -0.232 0.123 0.149
H 4.0530 1.7962 -0.7212 0.007 -0.030 0.004
C -4.9959 -0.3577 -4.6691 0.005 -0.027 -0.002
C -4.9330 -1.7354 -4.8292 0.008 0.027 0.007
H -0.4693 -1.9908 -4.4649 -0.018 0.022 -0.024
H 5.4917 1.3997 1.5090 0.005 0.066 -0.028
O 0.2554 -3.0156 1.2349 -0.070 0.069 0.117
C 5.8858 4.3597 1.6257 -0.043 0.030 0.034
C -3.5282 -0.2817 -0.8420 -0.020 0.037 -0.024
C 4.7135 3.9083 2.2427 0.111 -0.092 -0.137
H -1.7794 -2.9742 4.7759 0.002 0.014 -0.002
H 3.3547 6.8161 3.3941 0.002 -0.020 -0.001
H 6.5956 3.6954 1.1508 -0.011 -0.006 0.005
N -1.2502 -1.0625 2.0677 -0.021 0.034 0.081
H 0.9853 -4.9399 -1.4716 0.003 -0.011 -0.013
H -3.3487 -1.3343 -0.6215 0.007 0.009 -0.001
H -1.4969 1.4633 -3.8155 -0.011 -0.010 -0.012
```
Forces are in eV/Å.

Atom charges from the Mulliken analysis, given in e for atoms 1 to 8:
1 H 0.3885
2 C -1.2319
3 C -0.6547
4 H 0.4653
5 H 0.3683
6 H 0.1789
7 C -1.4467
8 C -0.4610

***

(2)
This record from the Open Molecules 2025 dataset describes an isolated ion of composition C3H11N2 and charge +1 in a non-equilibrium geometry. The level of theory is ωB97M-V with the def2-TZVPD basis set.

## Properties
charge	+1
SMILES	NCCC[NH3+]
lowest unoccupied orbital energy	-3.6	eV
spin multiplicity	1
E_HOMO	-13.52	eV
gap between HOMO and LUMO	9.916	eV

```
16
Properties=species:S:1:pos:R:3:forces:R:3
N -0.7839 -0.4591 -1.7183 0.751 -0.922 1.919
H -0.7482 -0.7674 2.4425 -0.092 0.555 0.344
C 0.3849 0.6141 1.1885 -1.127 2.937 1.425
H 1.3942 -0.6182 -1.7442 -0.118 -0.159 -0.230
C 0.7252 0.8307 -0.2789 0.763 -2.423 -0.586
H 0.0630 1.5312 -0.7562 -0.218 0.444 0.119
N -0.7749 -0.3108 1.5346 0.830 -1.021 -2.127
H -0.8167 0.1416 -2.5234 -0.065 -0.355 -0.382
H -1.0718 -1.4206 -1.8285 -0.428 0.284 -1.033
H -1.6218 0.2118 1.3252 -0.381 -0.391 0.387
H 1.7649 1.1764 -0.4157 -0.494 -0.015 0.544
C 0.5435 -0.5093 -1.0709 0.052 1.091 -0.066
H 1.1696 0.4865 1.9295 0.238 -0.461 -0.460
H -0.7218 -1.0816 0.8504 -0.427 0.135 0.142
H 0.6077 -1.3856 -0.3907 -0.086 0.295 -0.431
H -0.1138 1.5606 1.4560 0.801 0.006 0.435
```
Forces are in eV/Å.

Atom charges from the Mulliken analysis, given in e for atoms 1 to 8:
1 N -0.4670
2 H 0.3490
3 C -0.7443
4 H 0.3383
5 C -0.3194
6 H 0.3465
7 N -0.2652
8 H 0.2178

***

(3)
This record from the Open Molecules 2025 dataset describes a 2-piece molecular cluster, C5H8S overall in a non-equilibrium geometry. The level of theory is ωB97M-V with the def2-TZVPD basis set.

## Properties
lowest unoccupied orbital energy (spin up / spin down)	0.8 / -0.8	eV
spin multiplicity	3
E_HOMO (spin up / spin down)	-6.67 / -9.59	eV
gap between HOMO and LUMO (spin up / spin down)	7.504 / 8.760	eV

```
14
Properties=species:S:1:pos:R:3:forces:R:3
H -2.5299 0.7455 0.8634 0.123 0.194 0.282
C 2.3630 -0.1974 -1.8671 0.552 -1.872 2.518
C 1.6362 0.4703 0.6722 1.294 1.648 0.139
H -0.0450 0.7776 1.8120 -0.798 -0.246 0.278
S 1.7806 -0.7815 -0.3331 -0.277 -2.579 -1.089
H 1.9105 0.6668 -2.1133 -0.970 2.847 -1.481
C -2.1113 -0.6405 -0.5867 -0.805 -0.508 -1.228
H 2.5470 -1.0390 -2.4709 0.396 -0.431 -1.086
H -1.7300 -1.6499 -0.7646 0.053 0.417 -0.481
H -2.6735 -0.1018 -1.4436 1.128 -0.924 1.695
C 0.9838 0.9967 1.6475 0.338 0.919 1.722
C -2.0446 -0.1984 0.6526 -0.451 0.930 0.220
H -1.5530 -0.6798 1.5014 -0.199 -0.196 -0.541
H 1.4661 1.6314 2.4302 -0.384 -0.199 -0.948
```
Forces are in eV/Å.

Atom charges from the Mulliken analysis, given in e for atoms 1 to 8:
1 H 0.2217
2 C -0.6554
3 C 0.0918
4 H 0.0721
5 S -0.0455
6 H 0.3341
7 C -0.3762
8 H 0.3438

***

no.,energy (Eh)
1,-2211.8034
2,-230.1384
3,-593.2659